# 1
DFT (ωB97M-V/def2-TZVPD) results for a cluster of 3 separate species, C31H63N4O7S2 in total.

Last column: Löwdin charge in e.
Element x y z (Å)
1 C 7.608 3.190 2.051  -0.124
2 O 8.513 2.076 2.406  -0.261
3 C 7.840 0.767 2.179  -0.189
4 C 7.888 0.432 0.567  -0.183
5 C 6.540 -0.298 -0.020  -0.212
6 C 5.149 0.602 0.206  -0.215
7 C 5.203 2.046 -0.562  -0.197
8 C 4.447 3.281 0.198  -0.212
9 C 3.283 2.846 1.266  -0.201
10 C 2.293 4.126 1.518  -0.146
11 C 0.735 3.757 1.857  -0.240
12 C 0.050 2.388 1.276  -0.084
13 C -1.342 2.260 2.140  -0.223
14 C -2.436 3.372 1.563  -0.132
15 C -2.658 3.017 -0.030  -0.124
16 C -1.924 4.150 -1.016  -0.162
17 O -0.962 3.554 -1.957  -0.089
18 C 0.384 4.134 -1.825  -0.281
19 C 0.762 5.729 -1.767  -0.016
20 O 1.419 3.262 -1.795  -0.040
21 N -0.974 2.705 3.538  -0.119
22 C -0.992 1.689 4.668  -0.115
23 C -0.514 0.180 4.243  -0.174
24 C -1.745 -0.832 3.809  -0.178
25 C -1.166 -1.969 2.759  -0.218
26 N -2.083 -2.222 1.564  -0.035
27 C -1.430 -1.713 0.264  -0.363
28 N -2.064 -0.771 -0.530  0.102
29 N -0.075 -2.206 -0.207  0.038
30 C 0.220 3.650 3.409  -0.055
31 H 7.546 3.288 0.875  0.080
32 H 6.559 3.096 2.571  0.091
33 H 8.120 4.204 2.419  0.116
34 H 6.763 0.872 2.626  0.105
35 H 8.377 -0.087 2.794  0.139
36 H 8.782 -0.336 0.390  0.121
37 H 8.185 1.388 -0.084  0.112
38 H 6.412 -1.317 0.589  0.116
39 H 6.654 -0.639 -1.157  0.121
40 H 4.296 -0.038 -0.326  0.115
41 H 5.000 0.652 1.365  0.089
42 H 4.750 1.931 -1.648  0.122
43 H 6.339 2.362 -0.726  0.095
44 H 3.895 3.909 -0.655  0.103
45 H 5.263 4.020 0.637  0.108
46 H 2.760 1.876 0.873  0.106
47 H 3.844 2.624 2.296  0.115
48 H 2.398 4.875 0.625  0.097
49 H 2.716 4.701 2.475  0.132
50 H 0.149 4.617 1.273  0.123
51 H 0.038 2.164 0.128  0.130
52 H 0.760 1.549 1.687  0.103
53 H -1.921 1.257 1.969  0.156
54 H -3.425 3.193 2.179  0.131
55 H -2.056 4.460 1.772  0.115
56 H -3.808 2.992 -0.249  0.126
57 H -2.242 1.940 -0.272  0.104
58 H -2.808 4.600 -1.681  0.151
59 H -1.465 4.945 -0.280  0.103
60 H 0.649 6.249 -2.813  0.111
61 H 1.895 5.800 -1.415  0.096
62 H 0.143 6.278 -0.907  0.093
63 H -1.798 3.320 3.789  0.165
64 H -2.033 1.701 5.250  0.165
65 H -0.199 2.079 5.466  0.147
66 H 0.353 0.213 3.433  0.111
67 H -0.021 -0.307 5.213  0.136
68 H -2.681 -0.242 3.383  0.113
69 H -2.153 -1.425 4.754  0.123
70 H -0.080 -1.675 2.378  0.107
71 H -1.028 -3.017 3.303  0.136
72 H -2.261 -3.263 1.466  0.118
73 H -1.476 -0.513 -1.355  0.033
74 H 0.630 -1.576 0.265  0.070
75 H 0.054 -2.106 -1.240  0.058
76 H 1.202 3.410 3.997  0.160
77 H -0.295 4.703 3.621  0.163
78 C -1.346 -4.450 -5.531  -0.216
79 C -1.777 -5.375 -4.393  -0.218
80 C -1.889 -4.525 -3.129  -0.227
81 S -2.283 -2.870 -3.673  0.674
82 O -1.172 -2.001 -3.346  -0.347
83 O -3.648 -2.557 -3.299  -0.328
84 C -2.232 -3.219 -5.419  -0.223
85 H -1.448 -4.932 -6.507  0.122
86 H -0.294 -4.169 -5.400  0.120
87 H -2.753 -5.814 -4.631  0.093
88 H -1.071 -6.200 -4.253  0.120
89 H -2.681 -4.889 -2.469  0.085
90 H -0.940 -4.487 -2.587  0.103
91 H -1.840 -2.356 -5.962  0.111
92 H -3.253 -3.437 -5.747  0.116
93 C -6.837 -4.656 -0.778  -0.222
94 C -6.653 -6.173 -0.772  -0.221
95 C -6.649 -6.641 -2.226  -0.223
96 S -6.042 -5.266 -3.192  0.689
97 O -7.110 -4.799 -4.051  -0.307
98 O -4.722 -5.586 -3.699  -0.339
99 C -5.873 -4.128 -1.831  -0.243
100 H -6.638 -4.218 0.204  0.117
101 H -7.869 -4.410 -1.057  0.123
102 H -5.694 -6.422 -0.302  0.117
103 H -7.439 -6.673 -0.198  0.118
104 H -5.993 -7.503 -2.369  0.106
105 H -7.659 -6.879 -2.572  0.110
106 H -6.109 -3.115 -2.160  0.112
107 H -4.839 -4.179 -1.478  0.094

Properties
Highest occupied orbital energy: -11.28 eV
Net charge: +1
Molar mass: 668.0 Da
Multiplicity: 1

***

# 2
DFT (ωB97M-V/def2-TZVPD) results for a cluster of 2 separate species, C31H64BF2NO9PS2 in total.

Last column: Löwdin charge in e.
Element x y z (Å)
1 C -8.659 -2.258 -0.561  -0.157
2 C -8.021 -3.505 -1.467  -0.256
3 C -8.109 -3.036 -3.059  -0.234
4 C -6.953 -3.762 -4.002  -0.215
5 C -5.519 -3.068 -3.608  -0.223
6 C -5.020 -2.007 -4.769  -0.194
7 C -5.034 -0.458 -4.140  -0.201
8 C -3.836 0.483 -4.784  -0.209
9 C -2.811 1.049 -3.629  -0.206
10 C -1.306 0.411 -3.871  -0.200
11 C -0.278 1.674 -4.208  -0.215
12 C 0.488 2.190 -2.855  -0.222
13 C 1.984 1.458 -2.701  -0.170
14 C 2.845 2.293 -1.535  -0.148
15 C 3.305 1.315 -0.304  -0.242
16 C 4.878 0.811 -0.375  -0.177
17 C 5.506 0.746 -1.885  -0.117
18 C 6.595 -0.496 -2.108  -0.114
19 F 6.625 -0.803 -3.564  -0.121
20 C 5.748 1.667 0.717  -0.201
21 C 7.372 1.635 0.509  -0.048
22 B 7.942 0.294 1.276  -0.410
23 O 7.987 -1.079 0.736  0.043
24 O 8.426 0.472 2.691  0.032
25 C 5.199 3.233 0.927  -0.163
26 C 5.579 4.224 -0.329  -0.038
27 C 7.069 4.954 -0.169  -0.155
28 O 7.606 5.340 0.991  0.032
29 F 7.881 5.219 -1.415  -0.033
30 C 3.570 3.249 1.307  -0.305
31 S 3.211 3.807 3.057  0.763
32 C 1.686 4.955 2.956  -0.149
33 O 4.320 4.655 3.723  -0.353
34 O 2.923 2.618 4.053  -0.391
35 N 2.924 1.868 1.085  -0.400
36 S 1.154 1.924 1.291  0.903
37 H -9.098 -2.707 0.428  0.070
38 H -7.825 -1.446 -0.297  0.081
39 H -9.491 -1.755 -1.226  0.075
40 H -6.887 -3.585 -1.132  0.096
41 H -8.579 -4.514 -1.247  0.110
42 H -9.185 -3.322 -3.452  0.115
43 H -7.955 -1.867 -3.137  0.111
44 H -6.963 -4.935 -3.824  0.118
45 H -7.260 -3.539 -5.115  0.102
46 H -5.636 -2.510 -2.572  0.089
47 H -4.694 -3.910 -3.441  0.115
48 H -3.972 -2.313 -5.196  0.103
49 H -5.791 -2.027 -5.676  0.113
50 H -4.910 -0.487 -2.973  0.092
51 H -6.075 0.050 -4.399  0.115
52 H -3.300 -0.152 -5.613  0.100
53 H -4.345 1.406 -5.311  0.109
54 H -3.149 0.729 -2.550  0.101
55 H -2.814 2.222 -3.701  0.107
56 H -0.926 -0.093 -2.883  0.095
57 H -1.300 -0.416 -4.728  0.118
58 H -0.903 2.519 -4.743  0.115
59 H 0.553 1.324 -4.989  0.114
60 H -0.226 1.928 -1.935  0.110
61 H 0.573 3.368 -2.868  0.117
62 H 2.475 1.520 -3.762  0.120
63 H 1.770 0.347 -2.404  0.118
64 H 2.086 3.134 -1.160  0.101
65 H 3.711 2.867 -2.073  0.114
66 H 2.653 0.320 -0.411  0.149
67 H 4.862 -0.314 0.025  0.161
68 H 6.116 1.732 -2.168  0.123
69 H 4.692 0.586 -2.743  0.132
70 H 7.652 -0.026 -1.838  0.126
71 H 6.394 -1.420 -1.418  0.129
72 H 5.544 1.150 1.774  0.156
73 H 7.801 2.567 1.119  0.136
74 H 7.744 1.778 -0.590  0.119
75 H 7.458 -1.718 1.331  0.143
76 H 7.628 0.624 3.289  0.115
77 H 5.830 3.636 1.857  0.160
78 H 5.602 3.698 -1.378  0.109
79 H 4.808 5.134 -0.391  0.154
80 H 3.101 4.080 0.590  0.145
81 H 0.674 4.356 3.132  0.092
82 H 1.825 5.866 3.679  0.107
83 H 1.684 5.361 1.834  0.087
84 H 3.249 1.224 1.867  0.157
85 H 0.741 0.738 0.602  -0.011
86 O -1.955 -3.303 2.250  -0.211
87 P -2.649 -2.500 3.377  0.781
88 O -1.255 -1.742 3.843  -0.247
89 C -0.751 -0.711 3.014  -0.325
90 C -1.604 0.539 3.114  -0.082
91 O -2.599 -3.786 4.432  -0.262
92 C -2.931 -5.083 3.953  -0.296
93 C -1.666 -5.913 3.810  -0.074
94 O -3.425 -1.603 4.636  -0.268
95 C -3.262 -1.835 6.029  -0.285
96 C -1.913 -1.411 6.580  -0.073
97 H -0.682 -1.056 1.978  0.094
98 H 0.265 -0.487 3.356  0.112
99 H -2.611 0.354 2.729  0.080
100 H -1.160 1.357 2.538  0.020
101 H -1.709 0.858 4.154  0.084
102 H -3.484 -5.028 3.011  0.105
103 H -3.595 -5.551 4.688  0.120
104 H -0.906 -5.393 3.216  0.071
105 H -1.882 -6.874 3.334  0.080
106 H -1.220 -6.099 4.790  0.078
107 H -3.500 -2.868 6.298  0.115
108 H -4.028 -1.224 6.520  0.122
109 H -1.121 -2.094 6.260  0.073
110 H -1.930 -1.420 7.676  0.086
111 H -1.646 -0.406 6.243  0.069

Properties
Highest occupied orbital energy: -11.71 eV
Net charge: +1
Molar mass: 738.8 Da
Multiplicity: 1
Energy above the lowest of the compared OMol25 structures with the same formula, charge and spin: 396.0 kcal per mole